This record from OMol25 describes a structure of composition C44H40ClCsN3O2P2 in a non-equilibrium geometry. The level of theory is ωB97M-V/def2-TZVPD.

```
93
Properties=species:S:1:pos:R:3:forces:R:3:mulliken_charge:R:1
Cs 0.028 -1.087 1.589 -0.43 1.56 0.21 1.069
C 2.251 -2.324 -2.372 0.18 -0.16 0.19 -2.227
N 1.454 -1.942 -3.515 -0.15 0.08 0.05 1.437
C 0.550 -0.833 -3.351 -0.18 0.04 0.04 -1.343
P -1.284 -1.100 -2.925 0.20 -0.19 -0.04 -0.181
C -1.325 -2.815 -2.308 0.03 0.04 -0.10 -0.109
C -1.743 -2.996 -0.994 -0.07 0.06 0.00 -0.115
C -1.735 -4.257 -0.409 0.01 0.15 0.03 -0.664
C -1.318 -5.348 -1.146 0.04 -0.01 -0.08 -0.633
C -0.910 -5.183 -2.468 -0.02 -0.04 0.09 -1.053
C -0.911 -3.928 -3.047 -0.02 0.08 0.00 0.489
C -2.060 -1.185 -4.583 0.05 0.28 -0.04 0.671
C -1.920 -0.045 -5.385 -0.01 -0.17 0.01 -0.638
C -2.504 0.021 -6.638 -0.01 0.00 -0.04 -0.593
C -3.277 -1.035 -7.103 0.00 0.00 0.05 -0.557
C -3.470 -2.142 -6.294 -0.01 -0.02 0.02 -0.677
C -2.872 -2.216 -5.042 0.05 -0.10 0.05 -0.171
C 1.518 -2.680 -4.681 0.02 0.04 -0.17 0.545
C 2.133 -3.942 -4.730 0.02 -0.06 0.06 -0.308
C 2.189 -4.668 -5.906 -0.09 0.11 -0.15 -0.908
C 1.629 -4.181 -7.081 0.09 -0.07 0.12 -0.606
C 1.012 -2.941 -7.042 -0.02 0.04 0.06 -0.816
C 0.955 -2.201 -5.873 -0.05 -0.03 -0.08 -0.472
P 2.839 -0.878 -1.339 0.08 0.08 0.26 0.422
C 4.360 -1.651 -0.664 0.03 -0.01 0.01 0.768
C 4.248 -2.852 0.043 -0.06 0.09 -0.04 -0.344
C 5.372 -3.431 0.613 0.00 0.00 0.00 -0.684
C 6.612 -2.818 0.506 -0.03 0.04 -0.03 -0.469
C 6.725 -1.616 -0.176 0.03 -0.06 0.03 -0.639
C 5.608 -1.037 -0.759 -0.04 0.03 -0.06 -0.397
C 3.528 0.228 -2.634 -0.02 -0.16 -0.02 0.381
C 4.119 -0.254 -3.803 -0.02 0.16 0.04 -0.118
C 4.598 0.627 -4.761 -0.01 -0.10 0.03 -0.731
C 4.499 1.997 -4.557 -0.01 0.06 0.03 -0.491
C 3.915 2.485 -3.397 0.01 0.03 -0.03 -0.533
C 3.422 1.604 -2.445 0.01 -0.12 0.00 -0.746
H 3.138 -2.848 -2.727 -0.02 -0.03 0.05 0.884
H 1.721 -2.982 -1.669 0.04 -0.04 -0.09 0.418
H 0.566 -0.172 -4.221 0.04 0.07 0.03 0.843
H 0.918 -0.242 -2.507 -0.16 -0.01 -0.21 0.087
H -2.074 -2.134 -0.420 0.01 -0.13 0.00 0.599
H -2.006 -4.358 0.632 -0.02 -0.06 0.03 0.373
H -1.290 -6.330 -0.692 0.00 -0.03 0.02 0.372
H -0.575 -6.036 -3.044 0.01 -0.03 -0.02 0.425
H -0.585 -3.812 -4.072 -0.05 -0.02 -0.01 0.636
H -1.342 0.796 -5.019 0.01 0.05 -0.02 0.370
H -2.367 0.901 -7.252 0.02 0.06 -0.01 0.402
H -3.740 -0.986 -8.080 0.00 0.01 -0.03 0.400
H -4.087 -2.962 -6.636 -0.02 -0.03 -0.01 0.405
H -3.030 -3.090 -4.423 0.01 -0.01 -0.01 0.402
H 2.529 -4.399 -3.837 0.03 0.04 0.12 0.422
H 2.661 -5.641 -5.893 0.04 -0.06 0.00 0.398
H 1.666 -4.758 -7.994 0.00 -0.02 -0.04 0.401
H 0.556 -2.533 -7.934 -0.03 0.03 -0.06 0.433
H 0.451 -1.250 -5.898 -0.05 0.07 0.02 0.396
H 3.270 -3.303 0.176 0.04 -0.05 0.03 0.237
H 5.269 -4.358 1.160 -0.01 -0.04 0.03 0.442
H 7.482 -3.270 0.964 0.04 -0.01 0.01 0.364
H 7.687 -1.126 -0.254 0.02 0.03 -0.01 0.393
H 5.711 -0.099 -1.292 0.01 0.00 0.00 0.346
H 4.201 -1.320 -3.962 0.03 -0.06 -0.05 0.328
H 5.048 0.246 -5.668 0.01 -0.02 -0.02 0.411
H 4.876 2.683 -5.305 0.00 0.01 0.00 0.350
H 3.835 3.552 -3.238 0.00 0.03 0.01 0.406
H 2.951 1.975 -1.542 0.00 0.04 0.01 0.520
C 1.826 1.460 2.745 0.09 0.08 0.09 -1.394
C 0.523 1.736 3.112 -0.20 -0.29 -0.15 0.533
C -0.396 2.450 2.264 -0.08 0.12 -0.01 -0.363
C -1.717 2.659 2.601 0.15 -0.13 0.08 -0.389
C -2.264 2.153 3.786 -0.07 0.03 -0.04 -0.599
C -1.418 1.405 4.612 0.04 0.01 -0.13 -0.463
C -0.095 1.183 4.291 0.02 0.03 0.07 -0.342
H 2.487 0.921 3.413 0.04 0.02 0.02 0.266
H 2.259 1.912 1.862 0.04 0.02 -0.05 0.211
H -0.020 2.848 1.327 0.03 0.05 -0.03 0.252
H -2.345 3.222 1.919 -0.04 0.03 -0.03 0.366
H -3.297 2.334 4.049 -0.04 -0.01 0.03 0.426
H -1.810 0.977 5.528 -0.01 -0.02 0.04 0.364
H 0.518 0.577 4.951 0.02 0.04 0.04 0.272
O 0.042 -3.745 2.402 0.10 -0.33 -0.08 -0.507
N 1.133 -3.852 1.811 0.20 -0.42 -0.07 0.020
O 1.183 -3.299 0.676 0.18 -0.77 -0.08 -0.411
Cl -6.060 0.234 3.486 0.01 -0.01 0.02 -0.243
C -5.074 0.294 2.060 -0.11 0.08 0.06 0.351
C -5.483 1.031 0.964 0.11 -0.06 -0.01 -0.287
C -4.652 1.047 -0.144 -0.05 -0.02 0.12 -0.781
C -3.470 0.326 -0.100 0.03 0.03 -0.01 -0.228
N -3.078 -0.378 0.959 -0.26 0.00 0.17 0.022
C -3.869 -0.386 2.033 0.22 0.05 -0.19 -0.697
H -6.417 1.575 0.987 -0.03 0.01 0.01 0.433
H -4.921 1.608 -1.027 0.02 0.02 -0.06 0.428
H -2.806 0.303 -0.956 0.02 0.02 -0.03 0.314
H -3.531 -0.938 2.901 0.00 -0.01 0.01 0.428
```
Positions in Å, forces in eV/Å.

Calculated values
- HOMO level: -2.4 eV
- Charge: -1
- Gap between HOMO and LUMO: 0.163 Ha